13
Properties=species:S:1:pos:R:3:forces:R:3 method="wB97M-V/def2-TZVPD" e_above_lowest_ev=1.554 mol_weight_g_mol=89.1
H 0.753 2.661 -0.094 -0.03 -0.10 -0.01
C 0.158 -1.047 -0.433 -0.15 -0.07 -0.12
H -1.313 0.988 -0.102 -0.09 -0.09 -0.04
C -1.129 -0.860 0.368 0.17 -0.36 0.11
N 0.457 1.692 -0.171 0.30 -0.17 0.07
O 1.331 -0.418 0.123 0.03 0.11 0.04
H 2.404 1.219 0.461 -0.14 -0.03 -0.04
H -1.737 -1.760 0.217 0.07 0.12 0.04
H 0.009 -0.682 -1.455 0.02 -0.03 0.08
O -1.918 0.225 -0.031 0.02 0.21 -0.01
C 1.407 0.908 0.138 -0.07 0.24 0.00
H 0.440 -2.102 -0.456 -0.07 0.15 -0.01
H -0.863 -0.824 1.438 -0.06 0.03 -0.11

=====

13
Properties=species:S:1:pos:R:3:forces:R:3 method="wB97M-V/def2-TZVPD" e_above_lowest_ev=6.039 mol_weight_g_mol=89.1
C -0.377 -1.388 -1.199 0.40 0.47 -0.40
C 0.081 -0.277 -0.304 -2.07 1.25 2.72
H -0.296 -2.340 -0.668 0.00 0.10 -0.01
H -1.421 -1.234 -1.482 0.13 -0.03 0.04
C -1.043 0.201 0.823 0.82 -1.06 -2.09
N 1.255 0.192 -0.276 0.47 1.18 1.56
O 1.272 1.028 1.023 -0.18 -1.08 -0.83
O 2.192 2.116 1.004 -0.10 -0.78 -1.40
H -0.930 1.152 1.339 0.57 -0.35 -0.19
H 2.075 2.343 0.066 0.41 0.61 0.25
H -1.079 -0.641 1.514 -0.25 0.18 0.17
H 0.242 -1.426 -2.098 -0.05 -0.13 0.09
H -1.971 0.274 0.256 -0.14 -0.36 0.09

=====

13
Properties=species:S:1:pos:R:3:forces:R:3 method="wB97M-V/def2-TZVPD" e_above_lowest_ev=0.204 mol_weight_g_mol=89.1
C -1.944 0.400 0.213 -0.10 0.08 0.08
H -1.647 0.590 1.253 -0.11 -0.13 -0.21
C -0.887 -0.425 -0.487 -0.08 -0.16 -0.06
O 1.604 -1.581 -0.359 -0.13 0.23 0.03
C 1.469 -0.397 -0.152 0.13 -0.24 0.01
N 2.448 0.450 0.272 0.11 0.04 0.04
H 3.295 0.025 0.610 -0.07 0.07 -0.03
O 0.333 0.305 -0.316 -0.02 0.05 -0.04
H -2.041 1.368 -0.284 -0.08 -0.07 0.05
H -2.915 -0.102 0.207 0.12 0.05 -0.03
H 2.148 1.328 0.663 0.18 -0.08 -0.04
H -1.095 -0.537 -1.558 0.07 0.05 0.20
H -0.768 -1.424 -0.063 -0.03 0.11 0.00

=====

13
Properties=species:S:1:pos:R:3:forces:R:3 method="wB97M-V/def2-TZVPD" e_above_lowest_ev=2.987 mol_weight_g_mol=89.1
N -2.682 0.858 -0.971 0.23 0.04 0.15
H 3.189 -0.144 -0.329 -0.18 0.18 0.05
C 1.560 0.298 0.575 -0.27 -0.27 0.14
H 0.838 1.110 0.668 0.30 -0.14 -0.02
H -0.394 -0.935 -0.263 -0.10 0.07 -0.04
H 0.506 -1.010 1.831 0.19 0.05 -0.10
H 2.050 -1.717 1.049 -0.10 0.16 0.07
H -3.072 1.781 -0.866 0.13 -0.23 0.02
O -1.242 -0.718 -0.688 0.09 0.24 0.13
O 2.585 0.610 -0.253 0.12 -0.13 0.03
H -3.169 0.194 -1.570 0.08 0.09 0.10
C -1.535 0.553 -0.360 -0.51 -0.20 -0.40
C 1.365 -0.880 1.177 0.02 0.12 -0.13

=====

13
Properties=species:S:1:pos:R:3:forces:R:3 method="wB97M-V/def2-TZVPD" e_above_lowest_ev=1.298 mol_weight_g_mol=89.1
C -0.574 1.421 -1.728 -0.72 -0.86 -0.58
O 0.390 1.577 -1.038 0.65 0.28 0.55
C 0.655 -0.725 2.234 0.04 -1.29 0.77
H 0.579 -1.771 2.576 -0.07 0.18 -0.26
H -1.060 2.214 -2.317 0.16 0.40 0.09
N -1.260 0.267 -1.958 -0.92 -0.01 -0.74
H -1.115 -0.682 -1.670 0.91 0.13 0.69
H -2.010 0.332 -2.625 -0.01 0.23 0.01
H 1.297 -0.255 2.966 0.31 0.45 -0.26
H 1.936 -0.085 0.503 0.16 -0.26 0.21
O 0.427 -1.243 -0.065 0.18 -0.44 0.35
C 1.083 -0.720 0.805 -0.38 0.92 -0.73
H -0.346 -0.331 2.318 -0.31 0.28 -0.10

=====

13
Properties=species:S:1:pos:R:3:forces:R:3 method="wB97M-V/def2-TZVPD" e_above_lowest_ev=0.927 mol_weight_g_mol=89.1
H 1.976 0.185 1.384 -0.25 0.02 0.17
O -1.248 -0.568 -1.521 0.06 -0.82 -0.44
H -1.653 -0.518 0.842 0.17 0.17 0.42
C 0.003 -0.166 -1.261 0.27 2.32 0.87
H -1.355 1.153 0.805 0.56 0.73 0.21
H 2.135 0.555 -0.160 0.08 0.58 0.25
C -0.872 0.229 1.076 -0.31 -2.32 -1.31
N 1.474 0.629 0.621 1.10 -0.73 -1.63
H -1.347 -0.501 -2.487 -0.09 0.08 0.25
C 0.373 -0.215 0.206 -2.45 -0.25 1.62
H 0.434 -1.292 0.450 0.53 0.20 -0.04
H -0.585 0.074 2.109 -0.13 0.59 0.21
O 0.664 0.435 -2.066 0.44 -0.56 -0.59

=====

13
Properties=species:S:1:pos:R:3:forces:R:3 method="wB97M-V/def2-TZVPD" e_above_lowest_ev=1.104 mol_weight_g_mol=89.1
H -2.619 0.033 -1.316 0.20 -0.30 0.19
C 2.078 0.168 -0.119 0.23 0.04 -0.01
H -2.271 0.657 0.693 0.24 0.09 0.00
H 2.188 -0.364 0.829 0.06 0.10 -0.19
C -0.200 0.037 0.626 0.19 0.05 0.28
O 0.154 -0.087 1.791 0.28 0.30 -0.15
H -1.761 -0.937 1.195 -0.97 -0.40 -0.74
H 2.546 1.151 -0.009 -0.03 -0.10 -0.06
C -1.673 -0.203 0.380 0.09 0.17 0.38
H 2.579 -0.392 -0.911 -0.06 0.11 0.04
N 0.658 0.267 -0.388 -0.17 -0.04 0.08
H 0.310 0.327 -1.332 -0.03 -0.16 0.16
O -2.029 -0.626 -0.924 -0.04 0.13 0.04

=====

13
Properties=species:S:1:pos:R:3:forces:R:3 method="wB97M-V/def2-TZVPD" e_above_lowest_ev=5.415 mol_weight_g_mol=89.1
C 1.310 0.480 0.354 -0.21 0.63 1.22
H -0.894 0.956 -0.991 -0.21 -0.54 -0.37
O -2.747 -1.169 -2.249 -2.48 1.14 -0.50
H 1.529 0.786 -0.664 0.35 0.43 -0.02
H -2.156 0.327 0.098 1.60 -1.01 -0.22
O -0.945 -2.141 -1.940 2.67 -1.92 0.12
H 0.562 -1.250 -0.399 -0.84 -0.70 0.04
N -1.704 -1.281 -1.715 0.60 3.01 2.31
C 0.083 -0.509 0.235 0.81 1.10 2.57
C -1.154 0.075 -0.387 -1.16 -0.77 -1.71
H -0.064 -0.837 1.315 -0.23 -0.33 -1.61
H 2.186 -0.124 0.745 -0.99 0.81 -0.43
H 1.174 1.418 1.048 0.08 -1.85 -1.39

=====

13
Properties=species:S:1:pos:R:3:forces:R:3 method="wB97M-V/def2-TZVPD" e_above_lowest_ev=0.377 mol_weight_g_mol=89.1
H 0.405 0.577 2.044 0.02 -0.02 -0.01
C 0.350 -0.573 -0.283 -0.25 0.01 0.01
O 0.665 1.720 -0.883 0.01 0.19 -0.29
H -1.719 -0.396 -0.881 -0.06 0.09 -0.05
H 0.814 0.010 -2.050 0.04 -0.01 0.11
C 0.517 0.920 0.016 0.07 -0.47 0.11
N 0.465 1.265 1.317 -0.01 0.20 0.30
H -1.239 -2.022 -0.385 -0.02 0.00 0.00
H 0.946 -1.164 0.427 -0.07 0.13 -0.05
H 0.595 2.230 1.570 -0.04 -0.01 -0.02
H -1.507 -0.771 0.838 -0.12 0.02 0.19
O 0.839 -0.834 -1.568 0.00 -0.04 -0.20
C -1.132 -0.962 -0.162 0.43 -0.08 -0.10

=====

13
Properties=species:S:1:pos:R:3:forces:R:3 method="wB97M-V/def2-TZVPD" e_above_lowest_ev=1.133 mol_weight_g_mol=89.1
H 1.122 -1.385 0.356 0.29 -0.33 -0.36
H -1.092 0.550 0.952 -0.16 0.42 0.29
N 1.068 0.966 0.702 -1.66 0.02 2.15
H 0.926 1.983 0.541 0.00 -0.89 0.26
H -0.735 -0.013 -2.780 0.59 -0.86 1.28
H 1.009 0.803 1.748 1.11 0.87 -1.28
C 0.083 -1.286 0.628 0.46 0.70 1.91
C -0.211 0.249 0.404 1.17 -2.47 -0.58
O -0.446 -0.473 -1.928 -0.61 1.16 -0.97
C -0.492 0.519 -1.028 -1.17 3.70 -1.41
H -0.517 -1.958 0.048 -0.42 -0.13 -0.32
O -0.771 1.698 -1.360 0.69 -3.11 0.42
H 0.057 -1.652 1.717 -0.28 0.92 -1.38

=====

13
Properties=species:S:1:pos:R:3:forces:R:3 method="wB97M-V/def2-TZVPD" e_above_lowest_ev=0.262 mol_weight_g_mol=89.1
H -1.164 -1.283 -0.494 0.04 0.08 -0.12
O -0.605 0.701 -0.314 0.01 -0.09 0.24
H 1.145 -1.758 -0.256 -0.03 0.12 -0.15
C 0.918 -1.082 -1.082 0.03 0.04 0.01
H 1.583 -0.221 -1.007 0.11 -0.06 -0.07
C -0.362 0.578 1.007 0.07 -0.27 0.23
O -0.091 -0.477 1.544 -0.12 0.26 -0.08
C -0.517 -0.572 -1.011 -0.02 -0.08 -0.10
H 1.127 -1.580 -2.034 -0.13 0.03 0.12
N -0.475 1.743 1.712 0.09 -0.02 -0.01
H -0.113 1.668 2.650 -0.12 0.13 -0.12
H -0.523 2.657 1.294 0.01 -0.28 -0.19
H -0.922 -0.374 -2.007 0.06 0.13 0.23

=====

13
Properties=species:S:1:pos:R:3:forces:R:3 method="wB97M-V/def2-TZVPD" e_above_lowest_ev=2.885 mol_weight_g_mol=89.1
H -0.118 1.806 -0.168 0.01 0.46 -0.66
H 2.064 0.702 -0.043 -0.30 -0.05 -0.01
H -1.996 -1.457 1.892 -0.32 -0.51 0.25
H -0.831 0.424 0.420 1.89 0.82 -0.63
O -0.999 0.467 -1.475 -0.09 -0.06 -0.75
C -0.136 0.742 -0.391 -0.13 0.74 -0.36
C -0.321 -0.771 1.432 -0.07 -1.36 1.76
H -1.182 -0.484 -1.421 -0.14 0.32 -0.11
C 1.306 0.302 -0.725 -0.20 0.04 0.09
H 1.461 -0.783 -0.791 -0.24 0.18 0.08
O 0.774 -0.713 1.830 -0.71 0.11 -0.42
N -1.521 -0.954 1.163 0.33 -0.59 0.51
H 1.499 0.718 -1.723 -0.02 -0.09 0.23

=====

E_HOMO / eV: -9.9515, -9.4051, -10.3813, -8.7325, -9.7806, -9.8804, -9.7257, -10.0931, -10.1608, -10.2325, -10.3820, -10.1304
Lowest unoccupied orbital energy / eV: 0.86, 0.90, 0.91, 0.94, 1.04, 0.73, 0.62, 0.43, 0.78, 0.73, 0.93, 0.65